[1]
Entry from the Open Molecules 2025 dataset: a 2-piece molecular cluster, C3H9NO2S2 overall in a non-equilibrium geometry (ωB97M-V/def2-TZVPD).

Geometry as XYZ:
```
17
Properties=species:S:1:pos:R:3
N -0.8780 -0.2528 -0.8233
C -0.1090 -1.2024 -0.0451
C -0.9855 -2.4389 0.2954
O -0.9686 -2.9312 1.3835
C 0.4429 -0.8064 1.3308
S 2.0708 -0.0231 1.2423
S 1.8334 1.7210 0.2337
H -1.5637 0.0861 -0.3707
H -0.2439 0.5315 -0.9240
H 0.7285 -1.6903 -0.7019
H -1.6046 -2.7734 -0.5711
H 0.9031 -1.7997 1.6862
H -0.3393 -0.5583 1.9118
H 2.7141 1.8310 -0.8991
H 0.1204 3.2171 -1.2870
H -1.3745 3.5493 -0.8592
O -0.7462 3.5404 -1.6020
```

The relative energy (zero: lowest compared OMol25 entry of this formula, charge and spin) comes out at 2.885 eV. Its HOMO energy is -8.9 eV. For the total energy, the calculation gives -1121.239425 a.u. Its SMILES is N[C@H](C=O)CSS.O. As for the total charge: 0. As for the max |F|: 0.1651 hartree/bohr.

Atom charges from the Löwdin analysis, given in e for atoms 1 to 6:
1. N 0.091
2. C -0.427
3. C -0.224
4. O 0.054
5. C -0.513
6. S 0.457



[2]
Entry from the Open Molecules 2025 dataset: a 12-piece molecular cluster, C32H93N5O17 overall in a non-equilibrium geometry (ωB97M-V/def2-TZVPD).

Geometry as XYZ:
```
147
Properties=species:S:1:pos:R:3
C -4.5479 -0.8261 2.9627
C -3.0885 -0.8064 2.5029
O -2.7460 0.5537 2.1536
O -5.4363 -0.8310 1.8396
H -4.8095 0.0396 3.5745
H -4.7176 -1.7726 3.4805
H -2.8960 -1.4660 1.6625
H -2.4552 -1.0279 3.3676
H -2.7713 1.0927 2.9503
H -5.5303 0.0887 1.5712
C 1.6547 -4.7241 -1.1405
C 2.9360 -4.3572 -1.8557
O 2.9144 -3.0249 -2.4312
O 0.5356 -4.5808 -2.0098
H 1.6028 -4.0815 -0.2550
H 1.6657 -5.7703 -0.8351
H 3.0673 -4.9314 -2.7804
H 3.8057 -4.6108 -1.2458
H 2.5865 -3.1260 -3.3255
H 0.2702 -3.6514 -1.9681
C 0.4749 -0.1018 1.0906
C 1.3282 -0.6672 -0.0586
O 0.4714 -1.3495 -0.9480
O -0.3060 0.9943 0.6712
H 1.1352 0.1915 1.9147
H -0.1848 -0.9304 1.3719
H 2.1875 -1.2594 0.2490
H 1.7234 0.2367 -0.5460
H -0.0695 -0.6635 -1.3800
H -1.1185 1.0106 1.1965
C 0.0771 -3.8818 2.5155
C -0.3713 -4.3131 1.1330
O -0.8961 -5.6266 1.1061
O -0.9621 -3.3887 3.3462
H 0.8362 -3.0870 2.4603
H 0.6558 -4.6956 2.9687
H 0.4659 -4.0835 0.4776
H -1.2460 -3.7131 0.8526
H -1.7316 -5.6471 1.5804
H -0.7724 -3.6882 4.2398
C 4.6076 0.0496 -1.1411
C 4.8769 -0.8710 0.0388
O 3.9983 -1.9713 0.1458
O 4.8854 -0.6224 -2.3607
H 5.1411 0.9903 -1.0192
H 3.5307 0.2569 -1.1663
H 4.9662 -0.3337 0.9862
H 5.8986 -1.2609 -0.0929
H 3.8581 -2.2964 -0.7620
H 4.1205 -1.1431 -2.6216
C -0.4240 0.0802 -3.6452
O -0.0399 0.9152 -2.5531
H -1.3687 0.4077 -4.0819
H 0.3671 0.1248 -4.3928
H -0.5352 -0.9626 -3.3373
H -0.8505 1.2718 -2.1456
C -0.8464 -0.3818 4.9474
O 0.0585 0.4414 5.6614
H -1.8370 0.0388 5.1273
H -0.4981 -0.3656 3.9119
H -0.8874 -1.3984 5.3508
H 0.9133 -0.0397 5.6574
C -2.4588 8.0267 1.2523
C -1.3316 7.6165 0.3111
C -1.3916 6.1445 -0.0015
O -0.9026 5.3829 1.1020
C -1.0793 3.9991 0.9432
N -1.5000 8.4632 -0.8800
H -2.4826 9.1077 1.4035
H -2.3929 7.5825 2.2442
H -3.4117 7.8347 0.7514
H -0.3531 7.8280 0.7454
H -0.7104 5.8406 -0.8137
H -2.3748 5.7785 -0.3312
H -0.6035 3.5981 0.0417
H -2.1074 3.6213 0.9086
H -0.5530 3.5489 1.7825
H -0.8208 8.2655 -1.6149
H -2.3412 8.1355 -1.3605
C -3.4363 -6.5172 -1.2711
C -3.8245 -5.1414 -0.7446
C -4.0074 -4.2137 -1.9552
O -2.9131 -4.0700 -2.8455
C -1.7168 -3.6161 -2.2611
N -5.0808 -5.2804 0.0034
H -4.2582 -6.8392 -1.9228
H -3.3028 -7.2956 -0.5236
H -2.5934 -6.4616 -1.9594
H -3.0014 -4.7033 -0.1761
H -4.5229 -3.2867 -1.6605
H -4.7784 -4.6215 -2.6220
H -1.1753 -4.3311 -1.6247
H -1.7369 -2.7083 -1.6510
H -0.9609 -3.5119 -3.0414
H -5.7345 -5.6799 -0.6698
H -5.4838 -4.3556 0.1567
C -1.4702 4.4701 -3.2238
C -2.4126 3.5186 -3.9243
C -3.3469 2.7712 -2.9718
O -2.5954 1.9356 -2.1274
C -3.3613 1.3195 -1.1174
N -3.2095 4.3165 -4.8866
H -0.6786 4.9015 -3.8396
H -1.0736 4.0241 -2.3110
H -1.9961 5.3858 -2.9298
H -1.8686 2.7531 -4.4919
H -4.0358 2.1264 -3.5309
H -3.9285 3.5712 -2.4943
H -4.3023 0.8653 -1.4437
H -3.5800 2.0150 -0.3021
H -2.7797 0.5074 -0.6806
H -3.8231 3.7629 -5.4749
H -2.4982 4.6921 -5.5071
C 4.7406 3.6858 -5.0245
C 3.7570 4.4284 -4.1008
C 3.4508 3.5979 -2.8516
O 2.5880 4.3967 -2.0673
C 2.1634 3.7536 -0.8726
N 4.3760 5.7214 -3.7553
H 4.8228 4.2330 -5.9628
H 4.4306 2.6734 -5.2947
H 5.7150 3.5851 -4.5428
H 2.8225 4.5322 -4.6536
H 4.3345 3.2369 -2.3103
H 2.9376 2.6818 -3.1777
H 3.0429 3.7327 -0.2210
H 1.7863 2.7424 -1.0563
H 1.3542 4.3416 -0.4471
H 5.2763 5.4654 -3.3441
H 3.8807 5.9899 -2.9008
C 2.8245 -1.5945 3.2523
C 2.3047 -2.1677 4.5564
C 2.8779 -3.5011 5.0099
O 2.2899 -3.8546 6.2465
C 2.8570 -5.0346 6.7849
N 2.4748 -1.1832 5.6803
H 3.7806 -1.1004 3.4447
H 2.1921 -0.8325 2.7972
H 2.9171 -2.3482 2.4681
H 1.2157 -2.2088 4.4351
H 3.9686 -3.3717 5.0140
H 2.6949 -4.2927 4.2742
H 2.4669 -5.1323 7.7972
H 3.9436 -4.9657 6.8715
H 2.5890 -5.9448 6.2448
H 3.4740 -1.0097 5.7983
H 2.2798 -1.7851 6.4828
```

The relative energy (zero: lowest compared OMol25 entry of this formula, charge and spin) comes out at 0.000 eV. Its HOMO energy is -9.1 eV. For the total energy, the calculation gives -2827.580409 a.u. Its SMILES is COC[C@H](C)N.COC[C@H](C)N.COC[C@H](C)N.COC[C@H](C)N.COC[C@H](C)N.OCCO.OCCO.OCCO.OCCO.OCCO.CO.CO. As for the total charge: 0. As for the max |F|: 0.0494 hartree/bohr.

Atom charges from the Löwdin analysis, given in e for atoms 1 to 6:
1. C -0.217
2. C -0.196
3. O -0.103
4. O -0.072
5. H 0.124
6. H 0.124



[3]
Entry from the Open Molecules 2025 dataset: one molecule with the formula C2H3ClS2 in a non-equilibrium geometry (ωB97M-V/def2-TZVPD).

Geometry as XYZ:
```
8
Properties=species:S:1:pos:R:3
C 0.4907 -0.2048 -0.2339
C -0.9527 0.2723 -0.2600
H 2.4928 -0.5749 1.1078
H -1.4841 -0.1703 -1.0619
H -0.9049 1.4402 -0.2939
S 1.1156 -0.5852 1.2483
S 1.2980 -0.0988 -1.6891
Cl -2.0553 -0.0784 1.1827
```

The relative energy (zero: lowest compared OMol25 entry of this formula, charge and spin) comes out at 0.502 eV. Its HOMO energy is -9.0 eV. For the total energy, the calculation gives -1334.538260 a.u. Its SMILES is S=C(S)CCl. As for the total charge: 0. As for the max |F|: 0.0574 hartree/bohr.

Atom charges from the Löwdin analysis, given in e for atoms 1 to 6:
1. C -1.323
2. C -0.647
3. H -0.063
4. H 0.037
5. H 0.118
6. S 0.797



[4]
Entry from the Open Molecules 2025 dataset: C41H62BBr2KN4O4S as an isolated structure (ωB97M-V/def2-TZVPD).

Geometry as XYZ:
```
116
Properties=species:S:1:pos:R:3
K -0.4208 -0.1004 0.0595
C 3.3033 0.0122 0.3500
C 3.2449 -0.1438 -1.1484
O 1.9247 -0.5000 -1.5172
C 1.4532 0.0722 -2.7258
C 1.1474 1.5540 -2.5852
O 0.3249 1.7355 -1.4567
C 0.5001 2.9785 -0.7998
C -0.3803 3.0196 0.4298
O -0.0255 2.0545 1.4213
C 1.1431 2.3439 2.1715
C 2.1638 1.2387 2.0402
O 2.5987 1.1861 0.6940
H 2.8460 -0.8638 0.8277
H 4.3487 0.0724 0.6790
H 3.9444 -0.9221 -1.4741
H 3.5451 0.7997 -1.6131
H 0.5444 -0.4792 -2.9735
H 2.1688 -0.0784 -3.5433
H 0.6406 1.9049 -3.4933
H 2.0683 2.1385 -2.4709
H 0.2108 3.8015 -1.4666
H 1.5570 3.0978 -0.5334
H -1.4086 2.7739 0.1470
H -0.3413 4.0259 0.8624
H 0.8653 2.4402 3.2263
H 1.5814 3.2935 1.8490
H 1.7220 0.2805 2.3318
H 3.0050 1.4430 2.7174
Br -1.2654 -2.9108 -2.2999
C -0.0679 -4.1772 -1.4888
Br 0.8956 -3.4296 -0.0044
H 0.6442 -4.4990 -2.2350
H -0.6592 -5.0020 -1.1166
C -2.3181 -3.4804 7.0666
C -1.1545 -3.4702 6.1327
C -0.0807 -4.3062 6.2049
C 0.9191 -4.1710 5.2120
N 0.8676 -3.2866 4.2457
C -0.1940 -2.4397 4.1746
S -0.4129 -1.2808 3.0110
N -1.1754 -2.5652 5.1376
C 2.1196 -5.0686 5.2263
H -2.1787 -4.2295 7.8415
H -3.2359 -3.7044 6.5206
H -2.4384 -2.5030 7.5360
H -0.0079 -5.0493 6.9841
H -1.9820 -1.9593 4.9978
H 2.0776 -5.8012 6.0298
H 3.0187 -4.4618 5.3380
H 2.1957 -5.5818 4.2677
C -3.1747 -3.5551 1.0200
C -4.0437 -2.3142 0.8209
C -5.4516 -2.6967 0.3607
C -4.1035 -1.4333 2.0526
C -4.1356 -1.9824 3.3304
C -4.1967 -1.1703 4.4552
C -4.1590 0.2076 4.3114
C -4.1320 0.7904 3.0478
C -4.0701 2.2986 2.9096
C -2.8740 2.8711 3.6726
C -5.3741 2.9620 3.3529
C -4.1647 -0.0389 1.9176
N -4.3019 0.5444 0.6334
B -3.2221 0.8609 -0.3347
N -4.0410 1.6218 -1.3055
C -5.3810 1.7066 -0.9291
C -5.5396 1.0575 0.2402
C -3.5291 2.3441 -2.4155
C -3.1741 1.6596 -3.5899
C -2.6726 2.3882 -4.6629
C -2.5161 3.7641 -4.5848
C -2.8556 4.4264 -3.4188
C -3.3588 3.7329 -2.3203
C -3.7192 4.4836 -1.0517
C -5.0969 5.1436 -1.1699
C -2.6831 5.5472 -0.6830
C -3.3840 0.1618 -3.6898
C -4.8486 -0.1512 -4.0086
C -2.4644 -0.5116 -4.7037
H -3.0068 -4.0448 0.0568
H -3.6534 -4.2901 1.6747
H -2.2023 -3.2987 1.4501
H -3.5902 -1.7085 0.0325
H -5.9674 -3.2737 1.1346
H -5.4098 -3.3057 -0.5464
H -6.0447 -1.8066 0.1446
H -4.1278 -3.0611 3.4471
H -4.2882 -1.6112 5.4444
H -4.1743 0.8428 5.1906
H -3.9196 2.5136 1.8503
H -3.0045 2.7751 4.7546
H -2.7583 3.9358 3.4504
H -1.9554 2.3569 3.3856
H -5.5684 2.7718 4.4128
H -6.2225 2.5855 2.7797
H -5.3225 4.0446 3.2112
H -6.1317 2.1900 -1.5356
H -6.4458 0.9029 0.8080
H -2.3993 1.8774 -5.5784
H -2.1285 4.3168 -5.4326
H -2.7242 5.5010 -3.3589
H -3.7604 3.7475 -0.2456
H -5.1035 5.8546 -2.0012
H -5.3428 5.6896 -0.2552
H -5.8818 4.4098 -1.3454
H -2.7466 6.4140 -1.3459
H -1.6638 5.1618 -0.7416
H -2.8563 5.9061 0.3345
H -3.1661 -0.2468 -2.6990
H -5.1260 0.2609 -4.9834
H -5.5103 0.2748 -3.2535
H -5.0169 -1.2316 -4.0353
H -2.7201 -0.2394 -5.7317
H -2.5604 -1.5978 -4.6366
H -1.4159 -0.2484 -4.5393
```

Its HOMO energy is -5.1 eV. For the total energy, the calculation gives -8290.508188 a.u. As for the total charge: 0. As for the max |F|: 0.0154 hartree/bohr.

Atom charges from the Löwdin analysis, given in e for atoms 1 to 6:
1. K 0.477
2. C -0.178
3. C -0.173
4. O -0.215
5. C -0.176
6. C -0.178



[5]
Entry from the Open Molecules 2025 dataset: C37H41AsClN5RuS4Sb as an isolated structure (ωB97M-V/def2-TZVPD).

Geometry as XYZ:
```
91
Properties=species:S:1:pos:R:3
Ru -0.0680 -0.2878 1.3231
S 3.3361 2.6781 2.7144
Sb 1.3977 2.6630 1.4828
S 1.6731 0.6889 0.0678
S -0.0156 1.2502 3.0217
N 1.1861 -6.4570 -2.9159
C 1.0014 -5.5199 -2.2778
C 0.7697 -4.3424 -1.4786
C 0.6074 -3.1041 -2.0837
C 0.4022 -1.9996 -1.2783
N 0.3259 -2.0799 0.0515
C 0.4726 -3.2763 0.6282
C 0.7123 -4.4291 -0.0950
H 0.6388 -2.9961 -3.1579
H 0.2988 -1.0136 -1.7038
H 0.4139 -3.3025 1.7066
H 0.8409 -5.3729 0.4141
C 3.0387 2.3371 5.9641
C 2.3439 1.0205 5.8722
C 1.4839 0.5466 6.8245
C 0.8338 -0.6740 6.5698
N 1.0287 -1.3807 5.4773
C 1.8737 -0.9103 4.5276
S 2.0961 -1.6544 3.0505
N 2.5417 0.2726 4.7726
C -0.1284 -1.2415 7.5703
H 3.1666 2.6223 7.0071
H 2.4372 3.0898 5.4513
H 3.9990 2.3191 5.4544
H 1.2943 1.1123 7.7247
H 3.0391 0.7006 3.9757
H 0.4057 -1.9013 8.2578
H -0.8819 -1.8326 7.0548
H -0.6042 -0.4547 8.1550
C -2.7564 8.2633 0.0276
C -2.6939 6.7983 0.3685
C -3.0733 6.3292 1.6141
C -3.0161 4.9753 1.9393
C -3.4130 4.5795 3.3404
C -2.5862 4.0455 0.9776
As -2.4234 2.1897 1.6572
N -1.6965 1.0537 0.4661
C -2.3130 0.5014 -0.6640
C -3.5279 -0.1991 -0.6260
C -4.0716 -0.7582 -1.7706
C -3.4209 -0.6563 -2.9944
C -2.2035 0.0108 -3.0469
C -1.6591 0.5782 -1.9046
C -4.3569 1.7573 1.8332
C -4.7779 1.1733 3.0380
C -3.8737 0.9962 4.2360
C -6.1091 0.7939 3.1885
C -7.0452 0.9961 2.1863
C -8.4804 0.5822 2.3744
C -6.6205 1.6032 1.0136
C -5.2970 1.9877 0.8181
C -4.9451 2.6374 -0.4949
C -2.1677 4.5126 -0.2782
C -1.6657 3.5919 -1.3550
C -2.2358 5.8719 -0.5586
H -3.1135 8.8485 0.8750
H -3.4290 8.4415 -0.8140
H -1.7723 8.6419 -0.2549
H -3.4103 7.0334 2.3687
H -3.5359 5.4675 3.9604
H -2.6542 3.9422 3.8022
H -4.3519 4.0234 3.3513
H -4.0296 -0.3258 0.3240
H -5.0103 -1.2958 -1.7004
H -3.8505 -1.0940 -3.8867
H -1.6695 0.0930 -3.9876
H -0.7080 1.0962 -1.9438
H -2.8308 0.8342 3.9748
H -4.2105 0.1557 4.8441
H -3.9063 1.8934 4.8611
H -6.4184 0.3263 4.1187
H -8.5473 -0.4058 2.8317
H -9.0082 0.5544 1.4213
H -9.0070 1.2826 3.0271
H -7.3353 1.7692 0.2134
H -4.9059 3.7241 -0.3914
H -5.6935 2.3892 -1.2479
H -3.9769 2.3042 -0.8648
H -0.8557 2.9609 -0.9910
H -1.3061 4.1665 -2.2093
H -2.4495 2.9198 -1.7064
H -1.9194 6.2154 -1.5389
Cl -2.4516 -2.7233 1.4110
C -1.5257 -1.4686 2.3448
H -1.0530 -2.0048 3.1700
H -2.2972 -0.8170 2.7446
```

The relative energy (zero: lowest compared OMol25 entry of this formula, charge and spin) comes out at 0.000 eV. As for the expectation value of S²: 6.031. The spin multiplicity is 5. Its HOMO energy (alpha / beta) is -4.0 / -4.8 eV. For the total energy, the calculation gives -6332.251154 a.u. As for the total charge: -1. As for the max |F|: 0.0082 hartree/bohr.

Atom charges from the Löwdin analysis, given in e for atoms 1 to 6:
1. Ru 0.684
2. S -0.233
3. Sb 0.277
4. S -0.149
5. S 0.004
6. N 0.154